#i
Density functional theory data (wB97M-V/def2-TZVPD) for 2 unconnected molecules or ions with the total composition C3H10NOS.

molar mass: 108.2 g mol⁻¹
E_LUMO: 4.10 eV
net charge: -1

Each line ends with the natural charge from an NBO analysis.
Cartesian coordinates (Å):
C1 -1.497 -0.106 -0.343  -0.421
C2 -0.982 -0.397 1.076  -0.509
S1 0.812 -0.141 1.347  -0.751
C3 -1.107 -1.215 -1.286  -0.225
N1 -1.406 -0.871 -2.701  -0.852
H1 -1.068 0.855 -0.670  0.187
H2 -2.564 0.157 -0.326  0.180
H3 -1.274 -1.425 1.308  0.168
H4 -1.524 0.283 1.742  0.178
H5 -1.682 -2.113 -1.043  0.163
H6 -0.043 -1.411 -1.147  0.201
H7 -1.092 0.076 -2.843  0.345
H8 -0.888 -1.474 -3.329  0.340
H9 1.848 2.578 0.593  0.478
H10 2.844 1.709 1.222  0.484
O1 2.796 2.449 0.615  -0.968

#ii
Density functional theory data (wB97M-V/def2-TZVPD) for 2 unconnected molecules or ions with the total composition C3H10NOS.

molar mass: 108.2 g mol⁻¹
E_LUMO: 4.08 eV
net charge: -1

Each line ends with the natural charge from an NBO analysis.
Cartesian coordinates (Å):
C1 -0.207 -0.490 1.422  -0.420
C2 -0.447 1.013 1.204  -0.509
S1 0.883 1.954 0.288  -0.733
C3 -0.263 -1.419 0.190  -0.211
N1 0.745 -1.240 -0.834  -0.883
H1 0.752 -0.606 1.962  0.186
H2 -0.835 -0.876 2.241  0.178
H3 -1.412 1.148 0.712  0.178
H4 -0.422 1.451 2.200  0.185
H5 -0.195 -2.429 0.607  0.164
H6 -1.246 -1.270 -0.269  0.163
H7 1.496 -1.927 -0.775  0.336
H8 1.163 -0.311 -0.752  0.401
H9 -0.088 1.943 -1.997  0.505
H10 0.361 1.198 -3.233  0.457
O1 -0.287 1.863 -2.966  -0.995

Energies relative to the most stable structure are #i 0.0038; #ii 0.0000, reported in hartree.